Entry from OMol25: the molecule C19H21N5O4S2 (ωB97M-V/def2-TZVPD).

SMILES string   CCOC(=O)Cc1csc(NC(=O)CSc2nnc(-c3ccc(OC)cc3)n2C)n1
Multiplicity   1
Orbital gap   8.53 eV

Structure (XYZ):
```
51
Properties=species:S:1:pos:R:3:forces:R:3
S -0.028441 2.561466 -1.393739 0.2437 0.2374 -0.3325
S -0.202354 -3.184138 -4.201556 0.2146 0.5615 0.2324
O -2.201389 0.863475 -2.259001 -0.1550 -0.0327 -0.0366
O 4.513506 -2.620643 -1.732378 0.1224 -0.0769 0.1195
O -3.183873 0.933520 7.153664 0.1350 0.2614 -0.1904
O 3.171962 -0.816144 -1.696370 -0.0884 0.3955 -0.0198
N 0.147956 0.427776 0.280256 0.0529 0.4447 -0.9203
N -1.104080 -0.787184 -3.293624 -0.7782 -0.1545 -0.1205
N 1.208289 -1.119374 -3.609577 -0.3181 0.6073 -0.0493
N -0.968688 2.120101 1.132853 0.3791 -0.7354 -0.1576
N -0.259226 0.080294 1.506825 -0.3389 -0.3298 1.1240
C 2.089743 -2.097312 -3.953978 -0.1730 -0.7441 -0.3433
C -0.921390 1.081351 2.031696 0.2766 -0.0432 -0.3770
C 3.826277 -1.804264 -2.284941 0.2680 -0.2533 -0.5227
C 4.157443 0.417310 0.145860 -0.1972 -0.3046 -0.2960
C -1.601408 2.194729 4.162971 -0.0142 -0.2108 0.0076
C -2.529200 -0.243250 5.116812 -0.1206 -0.0400 0.3523
C 0.176141 1.142040 -2.501589 -0.0285 0.5296 0.6737
C -1.672075 3.367757 1.186518 -0.2433 0.4820 0.0318
C -2.161152 2.113070 5.418362 -0.1362 -0.0758 0.2187
C 3.221830 -0.708492 -0.266681 0.0946 -0.0629 0.6899
C -0.280863 1.642793 0.057881 0.0977 -0.0053 0.0027
C -2.641448 0.896828 5.908656 0.1038 0.1128 -0.1498
C 1.519824 -3.278071 -4.309267 0.0062 0.2604 0.0045
C 3.543987 -1.806313 -3.789434 0.0184 -0.0699 0.3438
C -0.009188 -1.518725 -3.653552 0.3822 -1.1161 -0.4137
C -1.965789 -0.156702 3.859203 0.0627 0.2777 -0.1665
C -3.670523 -0.262579 7.714077 -0.0848 -0.2125 0.0912
C -1.144776 0.431705 -2.648705 -0.0275 -0.0487 -0.0121
C -1.508805 1.059366 3.357119 -0.2304 -0.0588 0.3586
H -2.000097 3.623247 0.177549 -0.0453 -0.0280 0.0952
H 4.138257 0.522058 1.226605 0.0117 0.0382 0.1369
H -1.870378 -1.036631 3.243067 -0.0136 -0.0930 -0.0569
H -1.205554 3.140332 3.826596 0.0211 0.1008 -0.0416
H 1.993608 -4.186387 -4.618273 0.1669 -0.2034 -0.0593
H 4.159853 -2.564945 -4.267870 0.0161 0.0771 0.0883
H -2.876263 -1.201302 5.469736 -0.0429 -0.0701 0.0563
H 5.175713 0.201494 -0.170598 0.1038 0.0128 0.0106
H 3.838413 1.353484 -0.305771 -0.0184 0.1281 -0.0033
H 2.194590 -0.501030 0.050232 0.2646 -0.1027 -0.1282
H 3.558815 -1.663570 0.146570 -0.0978 0.1461 -0.0721
H -4.048040 0.006757 8.699174 0.0154 -0.0711 -0.0672
H -2.003030 -1.249812 -3.370891 0.1208 0.2267 0.0920
H -2.876152 -1.007690 7.822557 -0.0339 0.0244 -0.0169
H -1.023558 4.166713 1.553649 -0.0908 -0.0091 0.0263
H -2.234685 2.983630 6.050803 -0.0017 0.0992 0.0795
H -2.538546 3.268948 1.839261 0.0501 0.0421 -0.0711
H 0.939954 0.482025 -2.090927 -0.1107 0.1453 -0.2029
H -4.485989 -0.683341 7.117200 0.0433 0.0101 0.0172
H 3.763408 -0.815959 -4.187673 0.0359 -0.0175 -0.0615
H 0.513236 1.520796 -3.465859 0.0818 -0.0513 0.0361
```
Positions in Å, forces in eV/Å.

---

Entry from OMol25: the molecule C4H5NO2 (ωB97M-V/def2-TZVPD).

SMILES string   CC1=NCOC1=O
Multiplicity   1
Orbital gap   10.67 eV

Structure (XYZ):
```
12
Properties=species:S:1:pos:R:3:forces:R:3
O 1.832371 1.574058 0.299532 0.1854 1.5813 0.1046
O 1.822749 -0.554502 0.009979 2.8481 -4.3398 -0.5087
N -0.401143 -1.023968 -0.151386 -0.6450 0.2244 0.4161
C -1.504237 1.162080 -0.093902 0.7731 -0.2729 3.1656
C 0.907488 -1.624190 -0.064647 -1.7384 0.7738 1.9641
C -0.296498 0.224616 0.032543 0.5600 0.8324 -1.1398
C 1.252354 0.556855 0.130274 -3.4993 2.6293 0.4927
H -1.938867 1.125171 -1.046923 -0.5258 -0.1952 -1.3126
H 0.999376 -2.228986 -0.910449 0.9226 -0.9471 -1.2725
H -2.207310 0.774257 0.679143 0.0783 0.1136 -0.8125
H 0.903273 -2.194756 0.888940 0.4545 0.0872 -0.6852
H -1.369554 2.209369 0.226899 0.5865 -0.4872 -0.4117
```
Positions in Å, forces in eV/Å.

---

Entry from OMol25: a structure of composition C28H45BeBrN2OP2 (ωB97M-V/def2-TZVPD).

Multiplicity   1
Orbital gap (alpha / beta)   3.55 / 3.22 eV
Total charge   +2

Structure (XYZ):
```
80
Properties=species:S:1:pos:R:3:forces:R:3
Br -2.384309 -0.663963 2.766126 -0.7575 -1.4526 0.6569
P -2.182165 -3.100664 -1.383861 -0.3813 -1.9008 -0.3178
P 2.399430 -0.866357 1.123841 0.2832 0.1069 0.1041
O 0.131484 3.418313 1.543935 -0.1591 -1.2183 0.5451
N -0.784487 6.744308 -4.926169 0.2017 0.1338 0.0712
N 0.117340 2.536208 3.768702 0.5656 -1.1673 -1.8351
C -0.947433 5.428389 -5.022350 0.0636 -0.1436 0.8007
C -0.534899 4.207765 -1.517111 -0.6613 -2.8067 -1.2866
C -0.760297 2.931307 -1.477339 -1.7076 0.0445 -0.6460
C -2.848642 -1.812769 -3.662312 0.0325 0.3252 0.2066
C -0.489852 7.289019 -3.739083 -0.1973 -0.5365 -0.2008
C 3.542253 -0.522221 -1.443485 0.1571 -0.0744 -0.2629
C -2.659310 1.817955 -0.227596 -0.3448 -0.1050 0.0335
C -0.230953 2.571928 2.474091 -0.1853 0.4508 0.1599
C -0.631586 1.547518 4.568595 -0.1923 -0.1785 -0.0984
C -1.315055 1.813684 -0.716727 0.5479 0.7626 -1.2392
C -3.422198 -3.245686 -0.049195 -0.0999 0.1473 0.2618
C -0.595325 -3.346154 -0.525453 0.0571 0.4482 0.1619
C 3.942774 -0.171192 1.841060 0.0847 0.1572 -0.0688
C -2.362752 -1.522404 -2.226384 0.0057 0.7948 -0.1436
C 5.203801 -1.030470 1.797527 0.4035 0.0615 0.2069
C -0.373824 6.532894 -2.563634 -0.0495 -0.0982 -0.1148
C -3.143128 0.754849 0.513066 -0.3889 0.6219 -0.2311
C -4.652861 -4.039939 -0.514942 -0.0351 0.1889 0.2862
C -0.849527 4.595160 -3.899530 -0.1633 0.1598 -0.2236
C 2.115030 -2.348826 2.205251 -0.3196 0.1327 -0.0529
C -0.947511 -0.277317 0.435995 -0.8960 -0.4069 0.2468
C 1.518376 2.653830 4.270612 -0.3627 1.0900 -0.1698
C -0.563975 5.135527 -2.627258 0.1921 1.5452 -0.9619
C 0.007896 -4.681012 -0.986482 0.3348 -0.1305 -0.0307
C 2.831669 -3.640903 1.834989 0.1137 -0.4323 0.1486
C 3.020780 -1.573780 -0.465586 -0.2068 -0.1311 0.1325
C -0.549796 0.636270 -0.512143 0.7401 0.0360 -0.2333
C -2.260361 -0.244051 0.997574 2.4800 2.4929 -1.1615
Be -0.309003 3.368305 0.013177 1.3357 0.7672 4.2992
H 2.385050 -2.037910 3.228549 -0.0927 -0.0235 -0.2853
H 2.390438 -4.117529 0.950856 0.1287 0.1707 0.1432
H -0.505930 1.751928 5.629050 -0.0962 0.2985 -0.0944
H 2.747240 -4.357176 2.662021 0.0027 0.0906 -0.2013
H -0.360460 8.376038 -3.758160 -0.0202 -0.4399 0.2708
H -0.252712 0.541652 4.389873 0.1381 -0.0043 -0.0433
H -4.161496 0.789425 0.881902 0.0480 0.0486 0.0584
H -0.384675 -4.957266 -1.981053 0.3106 0.0727 0.4683
H -3.696782 -2.503960 -3.630230 0.1266 0.1700 -0.1173
H -0.191004 -0.926810 0.855453 -0.1445 -0.2450 -0.1769
H 0.038866 -2.481075 -0.758299 0.1661 -0.2670 0.0554
H -2.928838 -3.758586 0.793039 -0.1671 0.0762 -0.2874
H 4.114642 0.774800 1.305794 0.0088 -0.1364 0.2009
H -3.660916 -2.237334 0.307877 -0.4603 -0.2115 0.0984
H 1.101777 -4.596292 -1.046634 -0.2381 -0.2298 0.0406
H -0.246966 -5.487585 -0.280070 0.1176 0.2640 -0.3345
H 2.167056 -2.096433 -0.918877 0.2166 -0.0357 0.0642
H -3.067439 -0.891878 -1.666448 -0.0554 0.0197 -0.2560
H -1.038817 3.536951 -4.023709 0.1189 -0.0637 0.0619
H 1.022669 -2.512283 2.210578 0.3178 -0.0931 0.1157
H 5.429138 -1.427501 0.801824 -0.1103 0.1014 0.1734
H -4.343092 -4.974868 -1.005643 -0.1109 0.3297 0.1796
H -1.175420 5.012547 -6.010847 0.0872 0.1986 0.4242
H -0.805135 -3.350396 0.553769 0.3469 0.0974 -0.1530
H 4.536050 -0.139933 -1.172562 -0.3251 -0.0520 0.0530
H -5.254664 -3.456256 -1.224369 0.1307 -0.2048 0.1344
H -3.244829 2.722293 -0.403797 -0.1627 -0.4318 0.0686
H -0.960295 1.783294 2.190958 0.0380 0.7675 0.2009
H 1.449562 2.822343 5.342890 0.1321 0.2624 -0.1064
H 6.062841 -0.417573 2.094097 -0.0952 -0.1382 -0.0522
H 2.061475 1.719495 4.112769 -0.2285 0.0229 -0.2587
H -3.156218 -0.890092 -4.162699 0.0246 -0.1181 -0.0349
H -1.396644 -1.001337 -2.228827 -0.0537 -0.0431 -0.1434
H 5.163702 -1.867331 2.502586 -0.0822 0.1191 -0.1618
H 3.901677 -3.491833 1.650640 -0.2766 -0.0343 0.0272
H -5.276390 -4.281794 0.354771 -0.0018 0.0007 -0.2942
H 3.791776 -2.322659 -0.252151 -0.2043 0.0904 -0.1811
H 3.638828 -0.977360 -2.436773 0.0268 0.1726 0.1641
H 0.414197 0.568535 -1.040217 -0.2799 -0.1237 0.6936
H 3.707986 0.083727 2.886246 0.0543 0.0690 -0.2428
H 1.997290 3.488149 3.762136 0.1705 -0.0948 0.1735
H -1.680591 1.586230 4.288153 0.0189 0.0789 0.2677
H -2.047742 -2.286217 -4.240100 -0.2044 0.0571 0.0942
H -0.174545 7.063327 -1.641798 0.0726 -0.2031 0.0956
H 2.857753 0.331032 -1.540430 0.1159 -0.0699 0.0537
```
Positions in Å, forces in eV/Å.

---

Entry from OMol25: a structure of composition C2F3IS (ωB97M-V/def2-TZVPD).

Multiplicity   1
Orbital gap   8.52 eV

Structure (XYZ):
```
7
Properties=species:S:1:pos:R:3:forces:R:3
I -0.085243 -0.257977 -3.669690 -0.2117 0.1358 -0.1128
S -0.327868 -0.081642 -0.390998 1.4935 0.1487 -1.4491
F -0.059369 1.116544 2.743340 -0.7445 -0.3184 -0.1591
F 1.946727 -0.337812 -1.826223 -0.6551 0.3705 1.1998
F -1.686921 -0.187617 2.485188 -0.6592 0.6312 0.1427
C 0.624151 -0.158089 -1.696298 -0.6389 -0.5772 -0.2956
C -0.411477 -0.093407 2.354681 1.4159 -0.3907 0.6741
```
Positions in Å, forces in eV/Å.

---

It is found that the relative energy (zero: lowest compared OMol25 entry of this formula, charge and spin) values, taken in the order of the records, are 1.687; 0.903; 0.000; 2.133 eV.